{
  "formula": "C24H42NOP3Pr",
  "method": "the ωB97M-V functional and the def2-TZVPD basis",
  "species": ["C", "Pr", "N", "C", "H", "H", "C", "H", "C", "H", "C", "H", "H", "H", "C", "C", "H", "H", "C", "P", "H", "H", "C", "C", "H", "H", "C", "H", "C", "H", "H", "H", "C", "H", "H", "H", "O", "H", "H", "C", "C", "H", "C", "H", "H", "H", "H", "H", "H", "P", "H", "H", "C", "C", "H", "C", "C", "C", "C", "H", "P", "H", "H", "C", "H", "H", "C", "H", "H", "H", "H", "H"],
  "coordinates": [[-0.463012, -1.097570, 6.005063], [-0.465964, -0.068778, 0.539101], [-1.220666, 0.077371, 2.812142], [-0.478324, -2.862668, 0.382378], [-0.201115, 4.165938, -2.469160], [-2.944514, -4.498829, -6.785466], [-1.431049, -0.551159, 8.163862], [0.714784, 2.691068, -2.846289], [-3.496668, -2.392540, -6.772138], [3.280575, -0.940847, 2.666475], [-1.657843, 3.554785, 0.061616], [-3.104301, 0.823549, 8.118186], [-2.181037, 4.317409, -0.532688], [-1.899079, 1.318554, -3.003754], [-0.492759, -1.238190, 7.392613], [2.731963, -2.033739, -1.206280], [-0.890100, 4.029603, 0.687033], [3.138707, 2.448597, 0.317265], [-2.052351, -0.963315, -5.478647], [1.986023, 0.967772, 1.906681], [-0.091152, -2.490908, 2.436529], [4.234866, 0.573503, 2.728123], [-2.354982, 0.442593, 6.151663], [0.289346, 3.288016, -2.034368], [-3.053429, 1.116363, 5.648245], [-3.838234, -0.248629, -6.534167], [-1.407859, -0.255064, 5.371931], [1.791434, -1.021748, -3.665386], [-2.362606, 0.278556, 7.538259], [0.528485, 0.205228, -3.323318], [-0.196055, -3.275759, -0.590692], [-2.533039, 0.770595, -4.696393], [-2.670671, -3.488563, -6.466488], [-0.171309, -1.779064, -4.876488], [-0.820065, -4.113722, -5.498425], [-2.621571, 2.927690, -2.627333], [-1.803975, 0.122827, -4.669211], [-1.561617, -2.711776, 0.545107], [0.296178, -1.628408, 5.419460], [3.526784, -0.016752, 2.128168], [-1.120485, -1.991332, -5.356301], [-1.447597, -0.646978, 9.252544], [-3.202278, -1.106885, -6.290779], [3.893017, 0.753117, -0.969492], [1.525229, 0.552619, 4.267082], [1.114607, 3.632879, -1.404474], [0.251032, -1.489606, -2.881555], [2.069526, -2.828393, -0.847401], [2.752768, 1.694025, -1.978463], [1.797399, -0.454513, -1.322417], [-2.386751, 3.063613, 0.723489], [3.122597, -2.304913, -2.193630], [-2.254953, 1.982012, -2.205428], [1.761685, 1.437245, 3.663839], [3.532917, 2.824341, 2.023252], [1.015561, -0.707244, -2.956588], [3.160087, 0.695504, -1.782220], [0.356510, -2.694077, 1.449625], [-1.353603, -0.082801, 3.971804], [3.563620, -1.915413, -0.506498], [-0.877210, 2.296509, -1.025640], [0.941064, 2.159476, 3.751622], [1.958565, 3.326253, 1.334713], [2.729195, 2.546736, 1.327624], [3.986360, -0.264630, 1.163797], [1.437501, -2.879427, 1.447571], [-1.480059, -3.287586, -5.755448], [-3.087648, 1.472489, -1.698118], [2.686248, 1.895466, 4.044300], [-4.385675, -2.559345, -7.388552], [3.654759, 0.320522, -2.687818], [0.232233, -1.881634, 7.886384]],
  "atomic_forces_ev_per_a": [[0.1110, -0.1490, 0.2510], [0.2601, 0.2318, 0.1974], [-0.3359, -0.4368, 1.9883], [0.5921, -0.2146, 1.2416], [-0.1067, -0.2176, 0.1556], [0.0613, 0.4709, 0.0784], [-0.2384, 0.1508, -0.2206], [-0.1334, 0.0298, 0.0672], [0.3409, -0.0641, -0.0049], [0.2279, 0.1285, -0.1250], [0.2040, -0.2352, 0.4243], [0.1956, -0.1404, -0.0631], [0.2158, -0.2438, 0.1177], [-0.0344, 0.2309, 0.3006], [0.2417, -0.0659, -0.3696], [-0.2364, 0.0578, 0.4156], [-0.2469, -0.0071, -0.1234], [-0.0768, 0.1148, 0.2139], [-0.6100, -0.7779, -0.6117], [1.3177, 0.6816, 0.9934], [0.2455, 0.1608, -0.4584], [-0.2531, -0.1666, -0.2028], [-0.0811, 0.0620, 0.0209], [0.3805, -0.2331, 0.1761], [0.1244, -0.2628, 0.3404], [0.1551, -0.3606, 0.2571], [0.0475, -0.0703, 0.5888], [-0.2156, 0.0581, 0.1019], [-0.1602, 0.2739, -0.5359], [0.0723, -0.2388, -0.0195], [0.1210, 0.3083, 0.2691], [0.2927, -0.5824, -0.5778], [0.0722, 0.1484, 0.2362], [-0.2361, -0.1775, -0.0250], [-0.1204, 0.0910, -0.3242], [0.1562, -0.1927, 0.1732], [-0.2435, 1.1695, -0.0409], [0.3321, -0.2324, -0.0982], [-0.3547, 0.1720, 0.2401], [-0.3216, -0.4020, -0.3274], [-0.7237, -0.5367, 0.1541], [0.0691, -0.0519, -0.4061], [0.6357, -0.3526, 0.5397], [-0.0911, 0.0427, -0.2360], [0.0343, 0.2124, -0.0445], [-0.0749, 0.0168, -0.0529], [0.1177, 0.1006, -0.1401], [0.2757, 0.0008, -0.1455], [0.1997, -0.1695, 0.0043], [1.0787, -0.3144, -1.1503], [0.0878, 0.2349, -0.1282], [-0.0573, 0.0913, 0.2105], [0.1215, -0.4932, 0.1234], [-0.4958, -0.0471, 0.0839], [-0.2364, -0.0791, -0.2009], [-0.3932, 0.2053, 0.2827], [-0.2648, 0.1499, 0.3460], [-0.8581, -0.7478, -0.6562], [0.4133, 0.3584, -1.4081], [-0.0767, -0.1456, -0.0684], [-0.8073, 1.6412, -1.1966], [0.1586, -0.1245, 0.1173], [0.2314, -0.0032, -0.0295], [-0.3948, -0.0226, -0.3938], [-0.0369, -0.0030, 0.2804], [-0.4514, -0.0048, -0.2578], [-0.1208, 0.6125, -0.3860], [0.1071, 0.1976, -0.1183], [-0.2826, -0.1656, -0.1554], [0.3468, 0.1742, 0.2615], [-0.1498, 0.0417, 0.2317], [-0.1239, 0.1119, -0.1812]],
  "mulliken_charge": [-0.145, 0.811, -0.491, -0.902, 0.482, 0.385, -0.384, 0.346, -0.367, 0.365, -1.089, 0.421, 0.441, -0.071, -0.763, -1.291, 0.373, 0.306, 0.672, 0.981, 0.456, 0.478, -0.384, -1.294, 0.446, 0.400, 0.673, 0.548, -0.623, 0.454, 0.438, 0.279, -0.555, 0.408, 0.386, 0.551, -0.426, 0.550, 0.384, -1.290, -0.308, 0.432, -0.776, 0.473, 0.286, 0.360, 0.402, 0.297, 0.247, 0.765, 0.404, 0.471, -0.877, -1.286, 0.499, -1.583, -1.397, -0.501, 0.247, 0.350, 0.759, 0.395, 0.376, -1.279, 0.294, 0.298, -0.531, 0.428, 0.504, 0.371, 0.509, 0.411],
  "spin_multiplicity": 3,
  "de_lowest_kcal_mol": 4.8,
  "charge": 3
}

***

{
  "formula": "C18H14BrCoF5N2O2",
  "method": "the ωB97M-V functional and the def2-TZVPD basis",
  "species": ["C", "H", "H", "C", "H", "C", "F", "C", "N", "H", "C", "F", "Co", "F", "H", "O", "H", "C", "H", "C", "C", "H", "C", "H", "F", "H", "C", "F", "C", "C", "C", "C", "H", "C", "Br", "N", "C", "H", "H", "O", "H", "C", "C"],
  "coordinates": [[1.824066, -5.130686, -1.813331], [1.207175, -1.127196, -1.452332], [-0.728151, 2.917446, -1.837010], [-0.033556, -3.632358, -1.268611], [-0.714872, -4.458142, -1.442553], [-0.839207, 5.313024, 1.394947], [-3.489877, 1.895392, 1.781956], [0.786472, 3.766724, 2.265152], [-0.471903, -0.034523, -0.982123], [3.492447, -6.382735, -2.280951], [-0.439838, 3.214763, 0.257880], [-2.165533, -1.318618, 1.709352], [-2.256627, 0.112085, -0.540230], [-4.112872, 0.350473, 0.332249], [1.529557, 3.504899, 3.004857], [-2.088828, 1.815612, -0.856274], [1.934350, -2.436471, 0.253840], [1.376294, -3.990404, -1.139344], [5.084142, -5.060146, -0.926475], [-0.783389, 2.328026, -0.913453], [-2.131737, -0.021251, 1.325029], [1.040180, 1.958819, 1.156057], [3.154265, -5.505258, -1.747816], [0.306362, 5.655008, 3.163775], [-1.146145, 0.590390, 1.978055], [4.291859, -3.092907, 0.338655], [0.510576, 2.900279, 1.218068], [-4.253097, 0.008079, 2.494696], [0.149821, -1.138059, -1.206192], [4.046786, -4.761084, -0.988216], [-3.513312, 0.602820, 1.595843], [3.604328, -3.648857, -0.283842], [1.080246, 1.229833, -1.311641], [2.277046, -3.263752, -0.355409], [-2.466954, -2.209541, -1.309634], [0.113298, 1.171814, -1.030047], [0.102979, 4.970620, 2.351438], [-2.387263, 5.594425, -0.486842], [-1.364553, 6.258664, 1.455332], [-1.996390, 4.726386, -0.637233], [1.126210, -5.715630, -2.399082], [-1.103590, 4.442063, 0.347720], [-0.550768, -2.400043, -1.216249]],
  "atomic_forces_ev_per_a": [[0.0244, 0.0539, 0.0111], [-0.0216, -0.0132, -0.0068], [0.0306, -0.0232, 0.0366], [-0.1491, 0.0740, 0.0251], [-0.0273, 0.0077, 0.0386], [0.0068, -0.0540, -0.0205], [-0.0459, -0.1168, -0.0196], [-0.0172, 0.0211, -0.0047], [0.2874, 0.0608, -0.0348], [0.0103, -0.0080, -0.0040], [0.0372, 0.1151, 0.0324], [0.1330, 0.1536, -0.0116], [-0.1896, -0.1009, -0.2890], [-0.2501, 0.2059, -0.1614], [0.0014, -0.0008, 0.0098], [0.0345, 0.0843, 0.2666], [-0.0290, -0.0148, -0.0128], [0.0737, -0.0023, -0.0456], [0.0083, -0.0036, -0.0007], [-0.0168, -0.0103, -0.1622], [0.1558, -0.2582, 0.3130], [0.0036, -0.0127, -0.0057], [-0.0171, 0.0198, 0.0108], [0.0101, 0.0009, 0.0092], [-0.1139, -0.0657, -0.1826], [0.0112, -0.0003, 0.0060], [-0.0009, 0.0024, 0.0254], [-0.0003, 0.0456, -0.0148], [-0.0426, 0.0794, -0.0309], [0.0011, 0.0222, 0.0124], [0.0591, 0.0259, 0.0461], [0.0304, -0.0341, -0.0192], [-0.0437, 0.0430, -0.0637], [0.0001, -0.0332, 0.0422], [0.0510, -0.1043, 0.1443], [-0.0159, -0.0346, 0.1623], [0.0205, -0.0293, 0.0020], [0.0175, -0.0139, -0.0266], [-0.0130, 0.0103, -0.0067], [-0.0574, 0.0481, 0.0003], [-0.0145, -0.0009, -0.0039], [0.0315, -0.0474, -0.0108], [0.0262, -0.0914, -0.0557]],
  "nbo_charge": [-0.191, 0.236, 0.206, -0.131, 0.239, -0.310, -0.258, -0.245, -0.202, 0.233, -0.185, -0.314, 0.981, -0.338, 0.225, -0.676, 0.212, -0.031, 0.231, 0.231, 0.525, 0.209, -0.194, 0.227, -0.292, 0.227, -0.170, -0.262, -0.015, -0.173, 0.903, -0.190, 0.404, -0.229, 0.164, -0.421, -0.161, 0.492, 0.220, -0.677, 0.222, 0.402, -0.123],
  "spin_multiplicity": 1,
  "e_tot_ha": -5410.10107,
  "charge": 1
}